[1]
{
  "formula": "C19H20CrF9O2",
  "method": "wB97M-V/def2-TZVPD",
  "symbols": ["Cr", "F", "F", "F", "F", "F", "F", "F", "F", "F", "O", "O", "C", "C", "C", "C", "C", "C", "C", "C", "C", "C", "C", "C", "C", "C", "C", "C", "C", "C", "C", "H", "H", "H", "H", "H", "H", "H", "H", "H", "H", "H", "H", "H", "H", "H", "H", "H", "H", "H", "H"],
  "xyz": [[0.0559, -0.6166, -0.2265], [-0.6653, -3.9082, 2.2740], [-1.8966, 0.4098, 4.1290], [-3.3734, -0.7223, 2.9865], [-2.8165, -1.3881, 5.0038], [-1.9657, -3.8764, 4.0480], [0.5966, -0.5673, 4.4659], [-0.3546, -2.2840, 5.4623], [1.0485, -2.5982, 3.8005], [-2.7257, -3.2225, 2.0975], [-0.3355, 2.2121, 0.1539], [-0.7798, -1.1058, 2.0838], [-2.1846, 0.2717, -0.5028], [0.9721, 1.7330, -4.0437], [-1.1226, -1.1156, -2.0103], [-1.4856, 0.2592, -1.7422], [2.8536, 2.7904, -2.6211], [1.6716, -1.9629, -0.7114], [-2.3357, -0.8395, 3.8563], [-1.6136, -1.9284, -0.9366], [2.1223, 0.1944, 0.0663], [2.0470, -0.6276, -1.1215], [0.5224, 3.5930, -2.4114], [-2.3410, -1.0667, -0.0283], [1.8155, -0.6518, 1.2011], [1.5606, 2.8852, -3.3376], [1.5370, -1.9826, 0.7043], [-1.6402, -3.2088, 2.9137], [0.0560, -1.7918, 4.2637], [-0.1850, 3.1580, -0.8626], [-1.1416, -1.6984, 3.1820], [-1.5908, -3.0285, -0.8646], [2.8476, 3.2898, -1.6584], [1.5793, -2.8443, -1.3761], [-0.1111, 1.7209, -4.0570], [-2.9273, -1.3670, 0.7947], [1.3163, -2.8484, 1.3185], [1.8128, -0.3338, 2.2245], [1.2258, 0.7422, -3.6656], [0.9301, 4.6217, -2.2818], [-0.6526, -1.4805, -2.9482], [-2.5970, 1.1378, 0.0084], [-0.3246, 3.9040, -3.0636], [2.3426, -0.3114, -2.1182], [2.4431, 1.2158, 0.1162], [3.2388, 1.7990, -2.3859], [3.6357, 3.2941, -3.1952], [1.2727, 1.7293, -5.0984], [-1.2380, 3.3558, -1.1778], [0.2955, 3.9833, -0.2818], [-1.3950, 1.0768, -2.4264]],
  "gap_ev": [5.13, 4.59],
  "lumo_energy_ha": [0.1854, 0.1849],
  "charge": -2,
  "homo_energy_ev": [-0.087, 0.445],
  "spin_multiplicity": 4,
  "s2": 3.790
}



[2]
{
  "formula": "C5H16N2O",
  "method": "wB97M-V/def2-TZVPD",
  "symbols": ["O", "N", "N", "C", "C", "C", "C", "C", "H", "H", "H", "H", "H", "H", "H", "H", "H", "H", "H", "H", "H", "H", "H", "H"],
  "xyz": [[0.7547, -1.2020, 2.8091], [1.9089, -0.6851, -1.4408], [-1.2382, 0.2933, -0.0144], [0.8872, 0.3918, -1.2738], [0.1747, 0.0115, 0.1475], [-1.9334, -0.7428, -0.7521], [-2.0038, 0.5283, 1.1934], [1.3831, 1.8129, -1.2734], [0.7307, 0.5796, 0.8758], [2.1915, 1.8815, -0.5936], [1.0076, -2.1248, 2.7184], [0.5639, -1.0910, 3.7703], [0.4621, 2.5293, -1.0174], [1.7449, 2.2144, -2.2517], [-1.6011, -1.8424, -0.5402], [-1.5155, 0.6284, 2.0730], [0.1668, 0.4063, -2.1626], [-2.6225, -0.5800, 1.4664], [-3.0035, -0.6748, -0.3854], [1.6986, -1.2451, -2.2450], [2.7082, -0.1626, -1.6485], [-2.6333, 1.4111, 0.8417], [0.2898, -1.0452, 0.3706], [-1.9670, -0.5361, -1.8082]],
  "gap_ev": 8.80,
  "smiles": "C[C@@H](N)CN(C)C.O",
  "lumo_energy_ha": 0.0275,
  "homo_energy_ev": -8.053,
  "spin_multiplicity": 1,
  "de_lowest_kj_mol": 286.5
}



[3]
{
  "formula": "C16H23As2HgNO3",
  "method": "wB97M-V/def2-TZVPD",
  "symbols": ["Hg", "As", "As", "O", "O", "O", "N", "C", "C", "C", "C", "C", "C", "C", "C", "C", "C", "C", "C", "C", "C", "C", "C", "H", "H", "H", "H", "H", "H", "H", "H", "H", "H", "H", "H", "H", "H", "H", "H", "H", "H", "H", "H", "H", "H", "H"],
  "xyz": [[0.5889, -0.4974, 0.0139], [-0.5131, -0.4362, 2.3784], [-1.7652, 0.8481, -0.4230], [1.4645, -0.9790, -2.2183], [2.2595, 1.1517, -0.6968], [4.4758, 1.4983, -0.8539], [3.6476, -0.2057, -2.0493], [5.5675, 1.0224, -1.6955], [2.6220, -0.9587, -2.6688], [2.0160, -2.5107, -4.4172], [-2.8873, 1.4575, -1.9062], [2.9745, -1.7592, -3.8234], [-5.2508, -0.0985, 1.8538], [-2.9960, 0.2546, 1.0190], [-0.3081, 0.6046, 4.0249], [3.3630, 0.8335, -1.1570], [-1.3923, 2.6848, 0.1365], [-4.7363, -0.7048, 3.0090], [-0.2021, -2.2553, 2.9642], [-4.3737, 0.3501, 0.8499], [-3.3467, -0.8884, 3.1508], [-2.4830, -0.3913, 2.1683], [5.0169, -0.0668, -2.5699], [-2.9367, -1.4027, 4.0354], [-5.4152, -1.0396, 3.8038], [-6.3327, 0.0103, 1.7306], [-2.3538, 3.2133, 0.1438], [4.9732, 0.2463, -3.6201], [-0.7326, 3.1086, -0.6304], [5.9168, 1.8767, -2.2817], [5.5954, -0.9905, -2.4740], [-3.4457, 0.6042, -2.3023], [-0.7965, 0.0506, 4.8351], [-0.9160, 2.6906, 1.1232], [0.7682, 0.7058, 4.2038], [-3.5406, 2.2425, -1.5108], [2.2361, -3.1609, -5.2631], [-0.7739, 1.5853, 3.8796], [0.8663, -2.3155, 3.2140], [-4.7628, 0.7576, -0.0823], [-2.1994, 1.8619, -2.6591], [4.0283, -1.7536, -4.1371], [0.9940, -2.5266, -4.0286], [6.3618, 0.6537, -1.0407], [-0.4448, -2.9227, 2.1336], [-0.8313, -2.4493, 3.8376]],
  "gap_ev": [5.77, 7.63],
  "lumo_energy_ha": [-0.1138, -0.1230],
  "charge": 1,
  "homo_energy_ev": [-8.865, -10.979],
  "spin_multiplicity": 2,
  "s2": 0.755
}



[4]
{
  "formula": "C4H7N3S",
  "method": "wB97M-V/def2-TZVPD",
  "symbols": ["S", "N", "N", "N", "C", "C", "C", "C", "H", "H", "H", "H", "H", "H", "H"],
  "xyz": [[-0.5741, 2.2952, -0.4707], [-1.5285, -2.4952, 0.5641], [-0.4709, 0.6956, -0.3689], [0.6602, -1.3140, -0.0531], [-1.5608, -0.1410, 0.2072], [0.6452, 0.0055, -0.4214], [-0.7875, -1.4913, 0.3353], [1.9110, 0.7082, -0.5946], [-1.6247, 0.1037, 1.2557], [0.1234, 2.3091, 0.9537], [2.1638, 0.7541, -1.7410], [1.6609, 1.8191, 0.0072], [-2.4201, -0.0648, -0.4203], [2.7279, 0.0478, 0.2023], [-0.9258, -3.2319, 0.5445]],
  "gap_ev": 8.70,
  "smiles": "[H]/N=C1/CN(S)C(C)=N1",
  "lumo_energy_ha": -0.0078,
  "homo_energy_ev": -8.913,
  "spin_multiplicity": 1,
  "de_lowest_kj_mol": 444.9
}



| no. | molar mass (g/mol) | electronic energy (hartree) |
| --- | --- | --- |
| 1 | 503.34 | -2829.53986 |
| 2 | 120.20 | -384.74897 |
| 3 | 627.80 | -5528.64622 |
| 4 | 129.19 | -718.93313 |